## w
Below is the ion C4H9N3O2 with charge -2, with properties calculated with ωB97M-V/def2-TZVPD.

Calculated values
Charge: -2
SMILES string: C[C@H](N=O)[C@H](C)N([NH-])[O-]
Kohn-Sham gap (eV): 4.24
Spin multiplicity: 1

Positions of all 18 atoms, in Å:
C -0.39580 0.04316 2.03085
C 0.43428 0.13298 0.70205
N 0.92810 1.52195 0.73580
O 2.00786 1.80875 -0.01496
C -0.57402 -0.19412 -0.51614
C 0.33684 -0.37748 -1.71461
N -1.37613 0.96449 -0.66803
N -0.59431 2.16676 -0.45535
O -2.50534 0.72520 0.06857
H -1.37685 0.44122 1.58122
H 0.08399 0.59812 2.79176
H -0.43374 -0.97524 2.57000
H 1.28044 -0.65695 0.66352
H -1.10875 -1.09925 -0.13363
H 0.97338 0.48789 -1.68420
H -0.24225 -0.39560 -2.66984
H 0.87389 -1.21833 -1.63627
H -0.02634 2.31467 -1.30954

***

## x
Below is the ion C4H9N3O2 with charge -2, with properties calculated with ωB97M-V/def2-TZVPD.

Calculated values
Charge: -2
Kohn-Sham gap (alpha / beta) (eV): 4.42 / 4.42
Spin multiplicity: 1

Positions of all 18 atoms, in Å:
C -0.69378 0.15104 0.39081
C 0.33840 0.61552 -0.47728
C -1.30555 -1.22784 0.57200
C 1.72847 0.81273 0.19431
N -1.45276 2.00906 -1.29273
N -2.25675 1.42052 -0.25812
N -0.05881 2.04469 -1.05461
O -2.52054 2.21125 0.76490
O 0.67578 2.28618 -2.20462
H -0.62446 0.52132 1.52271
H 0.47063 -0.19847 -1.20731
H -1.56581 -1.60016 -0.35540
H -2.21443 -1.36407 1.25782
H -0.55112 -2.07932 0.85695
H 1.45405 0.75654 1.19584
H 2.17963 1.81066 -0.17916
H 2.45381 -0.06682 -0.09298
H -1.74414 1.44266 -2.05835

***

Which is most stable, and by how much? w, by 63.3 kJ/mol.

***

## w
Below is the molecule S2, with properties calculated with ωB97M-V/def2-TZVPD.

Calculated values
Kohn-Sham gap (eV): 5.77
Spin multiplicity: 1

Positions of all 2 atoms, in Å:
S 0.00000 0.00000 0.93218
S 0.00000 0.00000 -0.93218

***

## x
Below is the molecule S2, with properties calculated with ωB97M-V/def2-TZVPD.

Calculated values
Kohn-Sham gap (eV): 5.75
Spin multiplicity: 1

Positions of all 2 atoms, in Å:
S 0.00000 0.00000 0.97592
S 0.00000 0.00000 -0.97592

***

## y
Below is the molecule S2, with properties calculated with ωB97M-V/def2-TZVPD.

Calculated values
Kohn-Sham gap (eV): 5.72
Spin multiplicity: 1

Positions of all 2 atoms, in Å:
S 0.00000 0.00000 1.01729
S 0.00000 0.00000 -1.01729

***

## z
Below is a cluster of 2 separate species, S2 in total, with properties calculated with ωB97M-V/def2-TZVPD.

Calculated values
Kohn-Sham gap (eV): 4.32
Spin multiplicity: 1

Positions of all 2 atoms, in Å:
S 0.00000 0.00000 1.71116
S 0.00000 0.00000 -1.71116

***

Which is most stable, and by how much? w, by 6.5 kJ/mol.

***

## w
Below is a cluster of 2 separate species, S2 in total, with properties calculated with ωB97M-V/def2-TZVPD.

Calculated values
Kohn-Sham gap (eV): 4.96
Spin multiplicity: 1

Positions of all 2 atoms, in Å:
S 0.00000 0.00000 1.53062
S 0.00000 0.00000 -1.53062

***

## x
Below is the molecule S2, with properties calculated with ωB97M-V/def2-TZVPD.

Calculated values
Kohn-Sham gap (eV): 5.77
Spin multiplicity: 1

Positions of all 2 atoms, in Å:
S 0.60058 -0.57077 0.42993
S -0.60058 0.57077 -0.42993

***

Which is most stable, and by how much? x, by 549.1 kJ/mol.

***

## w
Below is a cluster of 21 separate species, H41O21 in total, with properties calculated with ωB97M-V/def2-TZVPD.

Calculated values
Charge: -1
Kohn-Sham gap (eV): 9.13
Spin multiplicity: 1

Positions of all 62 atoms, in Å:
O -3.04513 -2.64760 -0.46924
H -2.46543 -3.10376 0.16011
H -2.38826 -1.97090 -0.72221
O -1.55736 -3.58277 -3.53879
H -2.31831 0.77967 -1.92178
H -1.42309 -2.98379 -2.79386
O 1.60810 -0.21599 3.64272
H 3.69243 -0.38229 2.43656
H 0.81113 -0.72662 3.46639
O 4.03305 0.41358 2.86046
H -3.03812 -0.43864 0.16943
H -0.00379 -0.56978 -0.25204
O 3.49257 -0.36710 -2.28010
H 4.22978 0.11645 -2.67061
H 3.41416 -0.04182 -1.36440
O 1.88294 1.08218 -3.98750
H 3.82579 0.04278 0.38651
H 2.48263 0.79511 -3.26796
O 4.56439 0.61156 0.12401
H 2.15383 -0.62413 4.32086
H -1.15121 -4.37425 -3.16034
O 2.20261 -3.95265 1.47304
H 3.21040 0.91662 2.84924
H 2.48150 1.54550 -4.58339
O -0.64401 -2.69756 3.28348
H 2.76992 -4.45665 0.90304
H -0.15481 -3.42493 2.89246
O -0.11112 -0.92868 -3.61846
H 4.35436 1.39817 0.64748
H -1.04585 -0.71463 -3.66008
O 0.22201 2.74490 4.16852
H -3.43675 2.21613 -0.64907
H 0.04599 3.64841 3.91370
O 2.28817 2.61612 0.86146
H 1.57630 2.09096 1.22471
H 2.09185 2.70772 -0.06475
O -2.98874 -0.02089 1.04828
H -2.10594 -0.40055 1.19588
H -1.28433 -2.95016 3.95159
O -4.45501 1.67796 3.21837
H -3.49347 1.55393 3.28216
H -4.44995 1.48070 2.26527
O -1.36708 2.13749 -3.73496
H -0.44942 2.16329 -4.02366
H -1.35424 1.86401 -2.82210
O -4.22539 1.69842 -0.89305
H -4.47307 1.26942 -0.07090
O -0.37816 -1.51823 -0.51677
H 0.02519 -1.62716 -2.97512
H 0.27049 -1.88512 0.10802
O 2.13210 -1.32063 1.15265
H 1.78067 -0.68057 0.36108
H 1.54132 -1.05039 1.87193
O 1.14578 0.48876 -0.17038
H -3.71946 4.24464 -0.53359
H 1.49513 0.61683 -1.05763
O -3.01480 3.96671 -1.12282
H 2.26613 -2.98064 1.30619
H -3.28370 3.58320 -1.95360
O -2.05419 -0.14445 -1.78163
H -1.34756 0.23684 -1.22871
H 0.92873 2.45440 3.58434

***

## x
Below is a cluster of 21 separate species, H41O21 in total, with properties calculated with ωB97M-V/def2-TZVPD.

Calculated values
Charge: -1
Kohn-Sham gap (eV): 9.52
Spin multiplicity: 1

Positions of all 62 atoms, in Å:
O -0.21348 2.96122 -2.09964
H -0.62209 3.26857 -1.27866
H -0.93656 2.71052 -2.71888
O 0.31529 0.43171 -1.63108
H -0.37825 0.12821 -1.02213
H 0.12858 1.37997 -1.87198
O 2.59472 -0.87151 -0.81056
H 2.65042 -0.75969 0.17870
H 1.74600 -0.47514 -1.08046
O -0.12158 -3.98025 0.25105
H 0.67038 -4.19397 -0.27815
H -0.13650 -3.01809 0.20897
O -1.00379 -0.64813 -3.76011
H -0.31299 -0.16235 -3.28652
H -1.32949 -1.28474 -3.12134
O -0.04438 -2.72520 -2.09759
H -0.96927 -2.90810 -2.30143
H 0.51175 -2.80535 -2.87700
O 2.52704 -3.70626 -0.79585
H 2.53990 -2.73561 -0.64442
H 2.54031 -3.63373 -1.75865
O 4.08375 -1.96926 2.79813
H 3.65140 -1.14515 2.48199
H 3.97661 -2.55271 2.02941
O -0.32323 3.88477 0.71236
H 0.04977 3.40121 1.49901
H -0.87857 4.63330 0.93190
O 0.51484 2.52740 2.83732
H 1.24801 2.51638 3.46544
H 0.61679 1.52385 2.58455
O 0.57527 0.06028 2.02512
H -0.66388 -0.07224 1.52904
H 0.34384 -0.33773 2.87544
O -4.54488 0.92100 -0.16217
H -4.81966 1.69702 -0.65273
H -4.34377 1.22184 0.73801
O 3.20872 2.57098 0.36310
H 2.49329 3.15851 0.61446
H 3.13043 2.31976 -0.58424
O -0.37679 -1.18576 4.60248
H -0.72128 -1.85439 5.20054
H -0.20247 -0.43551 5.18703
O -2.52065 1.98191 -3.41785
H -2.08948 1.37684 -4.04178
H -2.96436 1.35825 -2.83002
O -1.82625 -0.11922 1.53283
H -1.95736 -0.73960 2.26026
O 3.16807 1.39363 -2.12240
H 2.35207 1.52528 -2.60507
H 3.19242 0.53463 -1.63678
O -2.95924 2.31553 1.62318
H -2.52612 1.43351 1.58584
H -2.44147 2.82745 0.99175
O -2.46393 -3.92229 -1.12809
H -2.76254 -3.00843 -0.96897
H -1.70625 -3.97336 -0.49427
O -2.57603 -1.00599 -0.71144
H -2.31358 -0.94449 0.27273
H -3.46716 -0.63847 -0.82505
O 3.15725 0.26998 1.47005
H 3.35843 1.18826 1.09065
H 2.17199 0.29091 1.67395

***

Which is most stable, and by how much? x, by 368.9 kJ/mol.